DFT (wB97M-V/def2-TZVPD) results for a structure of composition C21H48BaClN3O9 in a non-equilibrium geometry.

## Properties
DFT total energy = -2155.50813 Eh
spin multiplicity = 2
HOMO energy (alpha / beta) = -11.0 / -11.0 eV
LUMO level (alpha / beta) = -0.08163 / -0.15598 hartree
net charge = +1
⟨S²⟩ = 0.755
strongest force on any atom = 0.099 Eh/bohr
orbital gap (alpha / beta) = 8.78 / 6.76 eV

Cartesian coordinates (Å):
1 Ba -0.184 0.261 -1.060
2 Cl -3.816 1.321 -2.990
3 O -2.453 1.188 -2.664
4 O -4.609 0.194 -2.563
5 O -4.305 2.607 -2.486
6 O -3.918 1.322 -4.417
7 C 3.484 -0.577 3.058
8 C 1.989 -0.926 2.630
9 C 1.241 -1.836 3.652
10 C 0.859 -1.037 4.928
11 C -0.046 0.110 4.526
12 C 0.521 1.098 3.432
13 N 1.073 0.233 2.260
14 O 1.583 1.052 1.198
15 C 1.490 2.080 4.093
16 C -0.733 1.909 3.020
17 C 1.943 -1.826 1.392
18 H 3.989 -1.408 3.550
19 H 3.447 0.212 3.810
20 H 4.134 -0.283 2.234
21 H 1.855 -2.651 4.034
22 H 0.304 -2.254 3.283
23 H 1.799 -0.698 5.365
24 H 0.398 -1.630 5.718
25 H -0.277 0.729 5.392
26 H -1.025 -0.260 4.222
27 H 2.154 2.532 3.357
28 H 2.131 1.543 4.792
29 H 0.953 2.844 4.655
30 H -0.574 2.602 2.194
31 H -1.165 2.416 3.883
32 H -1.484 1.237 2.607
33 H 2.457 -2.782 1.487
34 H 2.434 -1.418 0.508
35 H 0.893 -1.943 1.122
36 C 0.020 3.914 -0.892
37 O 0.459 2.723 -1.477
38 C 0.899 3.090 -2.789
39 C 1.905 1.995 -3.296
40 N 1.247 0.685 -3.565
41 C 2.303 -0.287 -3.652
42 C 2.718 -0.876 -2.310
43 O 1.661 -1.739 -1.771
44 C 1.813 -3.154 -1.978
45 H -0.074 3.770 0.184
46 H -0.939 4.271 -1.267
47 H 0.742 4.729 -0.930
48 H 1.374 4.059 -2.944
49 H -0.022 3.084 -3.372
50 H 2.675 1.830 -2.543
51 H 2.271 2.473 -4.205
52 H 0.958 0.804 -4.526
53 H 3.204 0.062 -4.157
54 H 1.936 -1.113 -4.260
55 H 2.987 -0.160 -1.533
56 H 3.567 -1.524 -2.530
57 H 2.777 -3.492 -1.597
58 H 1.744 -3.312 -3.054
59 H 1.123 -3.799 -1.433
60 C -0.930 -1.774 -4.279
61 O -1.143 -1.582 -2.871
62 C -1.774 -2.752 -2.305
63 C -2.521 -2.337 -1.017
64 N -1.563 -1.884 0.020
65 C -2.320 -1.331 1.184
66 C -3.228 -0.122 0.842
67 O -2.370 0.913 0.356
68 C -2.905 2.208 0.617
69 H -0.446 -0.896 -4.708
70 H -1.821 -2.052 -4.843
71 H -0.245 -2.616 -4.370
72 H -1.007 -3.518 -2.190
73 H -2.493 -3.181 -3.003
74 H -3.058 -3.203 -0.632
75 H -3.294 -1.611 -1.270
76 H -1.286 -2.691 0.561
77 H -1.592 -1.125 1.968
78 H -2.953 -2.105 1.618
79 H -3.640 0.130 1.819
80 H -4.124 -0.257 0.236
81 H -3.177 2.381 1.658
82 H -3.808 2.490 0.076
83 H -2.191 2.922 0.207

=====

DFT (wB97M-V/def2-TZVPD) results for a structure of composition C21H48Br6O17S5 in a non-equilibrium geometry.

## Properties
DFT total energy = -19542.79979 Eh
spin multiplicity = 2
HOMO energy (alpha / beta) = -1.4 / -5.7 eV
LUMO level (alpha / beta) = 0.03592 / 0.03592 hartree
net charge = -1
⟨S²⟩ = 0.755
strongest force on any atom = 0.118 Eh/bohr
orbital gap (alpha / beta) = 2.42 / 6.63 eV

Cartesian coordinates (Å):
1 O -14.648 0.153 0.103
2 C -15.281 0.612 -0.884
3 O -14.989 1.814 -1.454
4 C -15.896 2.102 -2.501
5 C -17.059 1.147 -2.258
6 C -16.383 -0.011 -1.656
7 H -15.375 1.805 -3.412
8 H -16.054 3.172 -2.638
9 H -17.684 0.929 -3.124
10 H -17.643 1.733 -1.549
11 H -15.921 -0.671 -2.390
12 H -16.870 -0.738 -1.006
13 O -20.600 5.318 -3.759
14 S -19.790 5.330 -2.509
15 O -18.750 4.381 -2.404
16 O -19.143 6.909 -2.259
17 C -18.071 6.960 -1.272
18 C -17.059 7.964 -1.833
19 C -20.965 5.168 -1.030
20 H -17.461 6.058 -1.221
21 H -18.421 7.220 -0.273
22 H -16.810 7.679 -2.855
23 H -16.112 7.964 -1.293
24 H -17.513 8.954 -1.860
25 H -20.385 5.702 -0.277
26 H -21.094 4.124 -0.747
27 H -21.876 5.657 -1.376
28 O -13.257 0.471 -4.360
29 S -12.142 -0.355 -3.877
30 O -12.086 -1.769 -4.204
31 O -10.669 0.425 -4.213
32 C -10.378 1.755 -3.691
33 C -8.897 1.821 -3.416
34 C -12.072 -0.238 -1.994
35 H -10.819 1.970 -2.718
36 H -10.832 2.448 -4.400
37 H -8.538 1.641 -4.429
38 H -8.453 1.018 -2.827
39 H -8.505 2.834 -3.325
40 H -12.642 0.601 -1.595
41 H -11.017 -0.181 -1.728
42 H -12.419 -1.155 -1.519
43 O -18.591 0.834 0.984
44 S -19.578 -0.129 1.480
45 O -20.197 0.100 2.732
46 O -20.713 -0.431 0.301
47 C -20.317 -0.683 -0.977
48 C -21.373 -0.748 -1.893
49 C -18.944 -1.951 1.587
50 H -19.838 -1.662 -0.940
51 H -19.575 0.065 -1.258
52 H -22.103 0.061 -1.880
53 H -21.908 -1.676 -1.693
54 H -20.903 -0.887 -2.866
55 H -19.776 -2.651 1.658
56 H -18.389 -1.866 2.522
57 H -18.290 -2.108 0.730
58 O -9.605 0.878 0.492
59 S -10.252 0.355 1.669
60 O -10.489 -1.075 1.804
61 O -9.572 0.787 3.110
62 C -8.339 0.373 3.330
63 C -7.587 1.678 3.885
64 C -11.888 1.296 1.837
65 H -7.868 -0.082 2.459
66 H -8.437 -0.395 4.097
67 H -7.825 2.602 3.359
68 H -6.504 1.799 3.865
69 H -7.791 1.785 4.950
70 H -11.983 1.442 2.913
71 H -12.630 0.572 1.499
72 H -11.948 2.312 1.447
73 O -16.130 -4.253 -3.363
74 S -17.458 -3.779 -2.963
75 O -17.742 -2.478 -2.362
76 O -18.696 -4.152 -4.087
77 C -18.567 -5.122 -5.172
78 C -19.865 -5.782 -5.676
79 C -17.899 -4.952 -1.586
80 H -17.691 -5.748 -5.000
81 H -18.253 -4.527 -6.030
82 H -20.166 -6.716 -5.200
83 H -19.534 -6.171 -6.638
84 H -20.750 -5.147 -5.633
85 H -17.549 -5.978 -1.704
86 H -18.962 -5.134 -1.432
87 H -17.430 -4.450 -0.739
88 C -13.721 -2.113 2.833
89 Br -14.914 -3.048 1.405
90 Br -12.127 -3.267 3.235
91 Br -14.647 -1.620 4.463
92 H -13.360 -1.225 2.314
93 C -13.963 5.699 -3.951
94 Br -13.793 7.728 -3.849
95 Br -13.010 4.715 -2.459
96 Br -13.219 4.957 -5.683
97 H -15.050 5.619 -3.977

=====

DFT (wB97M-V/def2-TZVPD) results for a structure of composition C21H48NO2P2Y in a non-equilibrium geometry.

## Properties
DFT total energy = -1754.70062 Eh
HOMO energy = -13.8 eV
LUMO level = -0.19484 hartree
net charge = +2
strongest force on any atom = 0.063 Eh/bohr
orbital gap = 8.53 eV
energy relative to the best compared isomer or geometry (same formula, charge and spin) = 0.000 eV

Cartesian coordinates (Å):
1 Y -0.912 1.011 0.532
2 P 2.775 -0.944 -0.096
3 P -3.137 -0.528 -0.156
4 N -0.743 0.428 -1.511
5 C 1.771 0.123 -1.198
6 H 1.636 1.099 -0.687
7 H 2.391 0.354 -2.082
8 C 0.430 -0.441 -1.716
9 H 0.552 -0.647 -2.799
10 H 0.233 -1.441 -1.275
11 C -1.784 0.214 -2.540
12 H -1.520 -0.662 -3.160
13 H -1.799 1.073 -3.235
14 C -3.189 0.021 -1.942
15 H -3.723 -0.759 -2.504
16 H -3.772 0.951 -2.010
17 C -4.331 0.668 0.630
18 C -3.670 2.055 0.785
19 H -3.264 2.463 -0.159
20 H -2.891 2.077 1.590
21 H -4.433 2.773 1.119
22 C -3.868 -2.192 -0.191
23 C -3.595 -2.931 1.126
24 H -3.868 -3.988 1.016
25 H -4.172 -2.515 1.960
26 H -2.532 -2.894 1.394
27 C 3.093 -2.545 -0.890
28 C 4.123 -3.391 -0.130
29 H 4.174 -4.380 -0.609
30 H 3.841 -3.553 0.919
31 H 5.131 -2.954 -0.168
32 C 4.267 0.056 0.229
33 C 5.091 -0.419 1.429
34 H 5.938 0.270 1.555
35 H 5.500 -1.427 1.286
36 H 4.507 -0.400 2.357
37 C 1.992 -1.236 1.538
38 C -5.348 -2.186 -0.584
39 H -5.558 -1.517 -1.426
40 H -5.633 -3.198 -0.890
41 H -5.994 -1.899 0.255
42 C 3.435 -2.434 -2.383
43 H 3.618 -3.444 -2.769
44 H 2.607 -2.006 -2.964
45 H 4.341 -1.839 -2.561
46 C 5.137 0.259 -1.018
47 H 5.905 1.009 -0.779
48 H 5.655 -0.663 -1.319
49 H 4.570 0.644 -1.873
50 C -4.876 0.162 1.974
51 H -4.069 -0.103 2.673
52 H -5.466 0.956 2.448
53 H -5.528 -0.712 1.868
54 H -5.158 0.736 -0.094
55 H 3.829 1.035 0.496
56 H -3.298 -2.700 -0.989
57 H 2.113 -3.049 -0.807
58 O 0.881 -0.419 1.664
59 H 1.841 -2.308 1.782
60 H 2.788 -1.555 2.328
61 C -0.493 3.663 -1.351
62 C 0.438 3.882 -0.173
63 O 0.157 2.919 0.877
64 C 0.853 3.236 2.109
65 C 0.278 2.454 3.276
66 H -0.408 2.657 -1.795
67 H -0.228 4.389 -2.124
68 H -1.542 3.858 -1.083
69 H 1.494 3.764 -0.451
70 H 0.311 4.880 0.264
71 H 0.756 4.315 2.265
72 H 1.914 3.008 1.951
73 H 0.776 2.801 4.187
74 H -0.796 2.642 3.412
75 H 0.458 1.372 3.196

=====

DFT (wB97M-V/def2-TZVPD) results for a structure of composition C21H49As2F12N7O7Tl in a non-equilibrium geometry.

## Properties
DFT total energy = -7581.88249 Eh
HOMO energy = -11.9 eV
LUMO level = -0.30037 hartree
net charge = +1
strongest force on any atom = 0.077 Eh/bohr
orbital gap = 3.71 eV

Cartesian coordinates (Å):
1 Tl -0.389 0.062 -0.458
2 As -4.097 0.444 -0.679
3 F -3.224 -0.478 0.517
4 F -5.282 -0.868 -0.953
5 F -4.888 1.380 -1.934
6 F -2.914 1.769 -0.439
7 F -2.896 -0.231 -1.881
8 F -5.126 1.139 0.615
9 As 1.264 4.444 -0.389
10 F 0.937 4.602 -2.162
11 F 2.141 5.996 -0.401
12 F 1.873 4.088 1.324
13 F 0.388 2.859 -0.340
14 F 2.817 3.603 -0.929
15 F -0.246 5.181 0.136
16 C -0.321 2.884 -4.532
17 C -1.350 2.455 -3.505
18 O -0.897 1.992 -2.492
19 N -2.653 2.542 -3.717
20 C -3.292 2.911 -5.039
21 H 0.677 2.822 -4.098
22 H -0.496 3.911 -4.853
23 H -0.341 2.170 -5.355
24 H -3.279 2.340 -2.950
25 H -2.880 2.342 -5.872
26 H -3.080 3.962 -5.234
27 H -4.376 2.823 -4.965
28 C 4.076 -2.175 -0.272
29 C 2.713 -2.725 -0.487
30 O 1.786 -1.958 -0.844
31 N 2.522 -3.970 -0.004
32 C 1.267 -4.706 -0.053
33 H 4.111 -1.128 -0.573
34 H 4.863 -2.697 -0.816
35 H 4.369 -2.271 0.773
36 H 3.341 -4.464 0.320
37 H 0.988 -4.918 -1.085
38 H 0.601 -4.043 0.498
39 H 1.364 -5.701 0.382
40 C 3.836 1.549 1.490
41 C 2.923 0.406 1.947
42 O 1.885 0.177 1.377
43 N 3.347 -0.318 2.980
44 C 2.631 -1.464 3.603
45 H 3.526 2.513 1.893
46 H 3.830 1.636 0.403
47 H 4.860 1.305 1.771
48 H 4.211 -0.025 3.413
49 H 1.744 -1.863 3.111
50 H 2.391 -1.223 4.638
51 H 3.247 -2.357 3.500
52 C 3.184 -0.512 -3.630
53 C 2.789 0.832 -2.944
54 O 2.077 0.828 -1.943
55 N 3.343 1.985 -3.350
56 C 4.092 2.288 -4.580
57 H 2.527 -0.702 -4.479
58 H 3.125 -1.387 -2.983
59 H 4.195 -0.453 -4.032
60 H 3.045 2.833 -2.889
61 H 5.097 2.599 -4.297
62 H 3.665 3.208 -4.979
63 H 4.154 1.431 -5.250
64 C -0.159 3.189 3.620
65 C -1.173 2.526 2.696
66 O -0.773 1.640 1.943
67 N -2.432 2.938 2.718
68 C -2.920 4.200 3.332
69 H 0.835 2.746 3.681
70 H -0.581 3.332 4.614
71 H -0.093 4.228 3.298
72 H -3.090 2.439 2.137
73 H -2.384 4.983 2.796
74 H -2.636 4.348 4.374
75 H -4.001 4.152 3.207
76 C -1.022 -0.779 4.265
77 C -0.876 -1.783 3.149
78 O -0.514 -1.349 2.047
79 N -1.220 -3.041 3.359
80 C -1.798 -3.521 4.602
81 H -1.785 -0.050 3.996
82 H -0.074 -0.240 4.258
83 H -1.146 -1.219 5.254
84 H -1.150 -3.684 2.583
85 H -2.181 -4.536 4.503
86 H -2.665 -2.938 4.914
87 H -1.031 -3.601 5.372
88 C -1.781 -4.631 -1.819
89 C -2.234 -3.630 -0.722
90 O -1.525 -2.675 -0.528
91 N -3.304 -3.832 0.080
92 C -4.206 -5.012 -0.066
93 H -2.609 -4.927 -2.463
94 H -1.447 -5.552 -1.341
95 H -1.001 -4.194 -2.443
96 H -3.457 -3.145 0.805
97 H -4.015 -5.708 -0.883
98 H -5.241 -4.685 -0.166
99 H -4.106 -5.663 0.802

=====

DFT (wB97M-V/def2-TZVPD) results for a structure of composition C21H49AuNSi6Te in a non-equilibrium geometry.

## Properties
DFT total energy = -3025.26229 Eh
HOMO energy = -4.3 eV
LUMO level = 0.09845 hartree
net charge = -1
strongest force on any atom = 0.026 Eh/bohr
orbital gap = 6.97 eV
energy relative to the best compared isomer or geometry (same formula, charge and spin) = 0.617 eV

Cartesian coordinates (Å):
1 Au -1.297 0.359 1.238
2 C -3.920 -2.769 -1.840
3 Si -2.624 -1.727 -0.867
4 C -1.285 -2.986 -0.346
5 C -1.969 -0.489 -2.163
6 C -3.166 -0.684 0.607
7 C -3.968 0.475 0.167
8 C -5.171 0.365 -0.545
9 C -5.850 1.496 -0.934
10 C -5.340 2.743 -0.591
11 C -4.163 2.765 0.135
12 N -3.502 1.680 0.494
13 Si -4.123 -1.561 1.970
14 C -3.038 -2.772 2.967
15 C -5.635 -2.622 1.418
16 C -4.853 -0.275 3.185
17 H -3.462 -3.345 -2.640
18 H -4.684 -2.143 -2.293
19 H -4.418 -3.467 -1.175
20 H -0.688 -3.305 -1.193
21 H -1.724 -3.878 0.093
22 H -0.615 -2.557 0.390
23 H -1.661 -0.941 -3.100
24 H -1.128 0.063 -1.763
25 H -2.755 0.227 -2.382
26 H -5.546 -0.611 -0.803
27 H -6.769 1.416 -1.504
28 H -5.837 3.653 -0.897
29 H -3.719 3.703 0.449
30 H -2.737 -3.615 2.355
31 H -3.579 -3.166 3.823
32 H -2.140 -2.289 3.332
33 H -5.332 -3.401 0.726
34 H -6.392 -2.021 0.922
35 H -6.109 -3.111 2.266
36 H -4.070 0.378 3.554
37 H -5.348 -0.724 4.042
38 H -5.583 0.349 2.678
39 C 1.149 1.825 -2.921
40 Si 2.248 0.560 -2.005
41 C 1.545 -1.174 -2.384
42 C 3.910 0.598 -2.966
43 Si 2.655 1.020 0.266
44 Te 0.868 1.787 1.806
45 Si 3.758 -0.874 1.119
46 C 3.893 -0.872 3.026
47 C 2.884 -2.533 0.741
48 C 5.563 -1.061 0.495
49 Si 4.069 2.903 0.269
50 C 5.798 2.866 -0.562
51 C 4.429 3.425 2.075
52 C 3.164 4.341 -0.616
53 H 1.090 1.624 -3.989
54 H 1.544 2.829 -2.797
55 H 0.136 1.831 -2.533
56 H 1.202 -1.262 -3.413
57 H 0.708 -1.406 -1.738
58 H 2.299 -1.939 -2.223
59 H 3.829 0.165 -3.963
60 H 4.678 0.043 -2.437
61 H 4.271 1.616 -3.083
62 H 2.905 -0.844 3.472
63 H 4.436 -0.004 3.386
64 H 4.401 -1.759 3.398
65 H 1.836 -2.477 1.017
66 H 3.323 -3.364 1.291
67 H 2.927 -2.783 -0.314
68 H 6.121 -0.146 0.668
69 H 5.589 -1.262 -0.572
70 H 6.100 -1.867 0.990
71 H 6.382 2.019 -0.213
72 H 6.379 3.763 -0.357
73 H 5.711 2.776 -1.639
74 H 4.909 2.601 2.597
75 H 3.507 3.647 2.600
76 H 5.082 4.289 2.156
77 H 3.146 4.174 -1.691
78 H 3.627 5.310 -0.447
79 H 2.134 4.402 -0.280